Below is 11 unconnected molecules or ions with the total composition H22O11 in a non-equilibrium geometry, with properties calculated with wB97M-V/def2-TZVPD.

Geometry as XYZ:
```
33
Properties=species:S:1:pos:R:3:forces:R:3:lowdin_spin:R:1
O 4.352 2.462 -0.874 -0.03 0.29 -0.47 0.03
O 1.413 2.888 1.031 -0.98 0.99 0.19 0.03
O 1.640 -1.955 3.259 0.31 -0.01 0.15 0.08
O 1.369 -3.686 0.714 0.60 0.86 0.51 0.07
O -0.255 -1.386 -1.051 -0.31 0.19 0.11 0.07
O -3.939 3.363 0.389 0.02 -0.02 0.46 0.05
O 1.371 0.044 1.109 0.44 -1.18 0.38 0.06
O -3.996 0.168 -2.691 -0.25 -0.06 0.21 0.06
O -1.278 1.161 -3.955 0.95 0.32 0.36 0.04
O 1.092 -3.724 -2.179 0.01 -0.49 -0.22 0.05
O -1.635 2.015 3.415 -0.38 0.62 0.14 0.07
H -1.776 2.786 3.982 -0.07 0.13 -0.33 0.02
H -1.429 0.605 -4.716 -0.57 0.01 -0.03 0.01
H -2.069 1.638 -3.700 -0.36 -0.33 -0.32 0.01
H 0.018 -0.720 -0.403 0.11 -0.06 0.13 0.01
H 0.908 -3.640 -0.124 -0.14 0.05 -0.53 0.01
H 1.249 -4.551 1.082 -0.24 -0.75 0.10 0.02
H 2.130 -2.489 2.622 0.01 0.01 -0.46 0.02
H 2.365 2.911 1.038 0.17 -0.69 -0.23 0.01
H -3.758 0.556 -1.838 0.20 0.07 -0.02 0.03
H -3.966 3.327 1.355 -0.26 0.09 -0.06 0.01
H 4.630 1.545 -0.939 -0.04 -0.04 0.30 0.01
H 1.788 -0.758 0.755 0.07 0.27 -0.92 0.02
H 4.497 2.761 0.025 0.14 -0.26 0.16 0.01
H 1.065 2.008 0.838 0.78 -0.14 0.10 0.01
H 1.245 -2.644 3.802 -0.36 0.09 0.25 0.04
H 0.246 -3.880 -2.612 -0.11 0.17 0.09 0.02
H 1.663 -3.416 -2.888 0.11 0.17 0.07 0.02
H -1.209 1.425 4.031 0.40 -0.76 0.12 0.03
H 1.322 -0.340 2.003 -0.59 0.66 0.47 0.02
H -1.161 -1.115 -1.251 0.04 -0.07 -0.15 0.02
H -3.086 2.949 0.240 0.30 -0.12 -0.38 0.02
H -4.806 -0.311 -2.469 0.04 -0.01 -0.17 0.02
```
Positions in Å, forces in eV/Å.

Output
LUMO (spin up / spin down), eV: 2.83 / 2.91
Multiplicity: 2
Relative energy (zero: lowest compared OMol25 entry of this formula, charge and spin), kcal per mole: 49.6
Charge: -1
HOMO level (spin up / spin down), hartree: 0.0265 / -0.2866
HOMO-LUMO gap (spin up / spin down), eV: 2.105 / 10.708
F_max, eV/Å: 1.4


Below is a molecular structure, C37H48BBrGaIN7O4, with properties calculated with wB97M-V/def2-TZVPD.

Geometry as XYZ:
```
100
Properties=species:S:1:pos:R:3:forces:R:3:mulliken_charge:R:1
I 0.165 -3.252 2.114 0.00 0.07 0.09 0.18
Br 1.176 -5.809 -0.070 -0.02 0.00 0.00 -0.12
Ga -0.115 0.989 -0.491 -0.12 0.16 0.18 -0.88
O -5.044 -6.214 -1.255 0.08 0.04 -0.02 -0.59
O -1.028 -0.224 -1.595 0.10 -0.07 0.02 -0.98
O -1.107 -0.784 0.514 -0.09 -0.27 -0.19 -0.77
O -4.562 -5.866 -3.327 0.06 0.03 0.07 -0.60
N 1.181 3.311 0.183 0.03 0.00 -0.01 0.32
N -1.304 2.031 0.723 0.31 -0.15 0.18 1.13
N -0.518 2.399 1.786 -0.03 0.12 -0.04 0.34
N 1.735 1.257 1.501 0.01 0.00 -0.05 0.40
N 1.566 0.461 0.397 -0.11 -0.05 0.08 1.72
N 0.760 2.705 -0.974 0.00 -0.04 -0.10 0.95
N -4.500 -5.598 -2.146 -0.13 0.01 -0.03 1.03
C -2.613 2.514 2.447 0.00 -0.01 -0.01 -1.29
C 3.210 -0.372 1.626 0.09 0.03 -0.03 -0.55
C 1.251 -5.263 4.067 0.00 0.00 -0.01 -0.66
C -2.864 -2.972 -0.065 0.01 -0.01 0.01 -0.14
C 2.213 -7.410 3.588 0.00 -0.01 0.01 -0.53
C 1.797 4.464 -0.130 -0.02 -0.02 0.00 0.61
C 1.770 4.604 -1.505 0.00 0.01 -0.02 -1.40
C -1.298 2.691 2.837 0.00 -0.01 -0.03 0.45
C 2.011 -7.201 2.234 0.00 0.00 -0.01 -0.48
C 1.044 -5.045 2.709 0.02 -0.03 -0.05 0.35
C -3.097 -3.668 -2.760 0.01 0.01 -0.01 -0.92
C -0.752 3.137 4.150 0.01 0.01 -0.01 -1.42
C 1.114 3.475 -2.003 -0.01 0.02 -0.01 0.06
C 0.829 3.136 -3.444 0.01 0.01 0.00 2.72
C -0.102 4.211 -4.023 -0.01 0.01 -0.01 -1.74
C -1.427 -1.050 -0.653 0.01 0.11 -0.01 0.19
C 2.479 -0.524 0.449 -0.01 0.04 -0.02 -0.66
C 1.833 -6.441 4.505 0.01 -0.01 0.01 -0.62
C 2.805 -1.457 -0.700 -0.02 -0.03 0.03 2.90
C -3.373 1.962 -1.270 0.00 0.01 -0.03 -1.65
C -3.770 1.881 0.205 -0.02 0.01 0.03 2.78
C 1.576 -1.965 -1.451 0.02 0.00 -0.01 -0.92
C -4.794 2.993 0.486 0.02 -0.03 0.01 -1.91
C -3.705 -4.403 -1.760 0.00 -0.06 -0.02 -0.21
C 2.156 3.132 -4.213 0.01 0.00 -0.01 -1.69
C 1.426 -6.021 1.794 0.01 0.02 0.04 0.35
C 2.382 5.373 0.897 -0.01 -0.01 0.00 -1.49
C 2.727 0.763 2.254 -0.05 -0.03 0.00 0.26
C -4.411 0.522 0.513 0.00 -0.04 -0.03 -1.61
C -2.358 -2.555 -2.397 0.01 0.00 -0.01 -0.28
C -2.240 -2.215 -1.052 0.07 -0.01 -0.01 0.16
C 3.599 -2.654 -0.173 0.01 -0.03 0.02 -2.02
C -3.611 -4.081 -0.419 0.01 0.00 0.01 -0.94
C 3.172 1.400 3.526 0.00 -0.01 0.00 -1.46
C 3.683 -0.655 -1.677 0.01 0.01 0.01 -1.84
C -2.582 2.103 1.113 -0.08 0.09 -0.01 -0.12
C 0.164 1.771 -3.572 0.00 0.01 -0.02 -1.47
B 1.000 2.622 1.565 -0.02 -0.01 0.02 -1.10
H 0.005 1.536 -4.626 0.00 0.01 0.00 0.66
H 2.668 -8.333 3.923 -0.01 0.01 -0.01 0.37
H 4.017 -0.994 1.974 -0.02 0.02 -0.01 0.54
H 1.057 -1.164 -1.977 0.00 0.02 -0.01 -0.15
H -3.207 -3.971 -3.791 0.00 0.00 0.01 0.55
H 4.543 -2.344 0.277 -0.01 -0.01 -0.01 0.40
H 3.024 -3.216 0.566 0.02 0.02 -0.03 0.32
H 3.973 0.812 3.968 0.00 0.00 -0.01 0.40
H 2.179 5.424 -2.071 -0.01 -0.02 0.01 0.58
H -4.109 -4.694 0.316 0.00 0.00 0.00 0.54
H 0.878 -2.479 -0.788 0.00 -0.01 0.02 -0.17
H 1.626 5.700 1.612 0.01 -0.01 -0.01 0.30
H -2.750 1.125 -1.584 -0.08 0.09 0.01 -0.01
H 2.645 4.106 -4.167 0.00 -0.02 0.00 0.37
H -4.274 1.939 -1.886 0.01 -0.01 0.00 0.62
H -0.133 2.359 4.599 0.00 0.01 -0.01 0.20
H -1.570 3.357 4.832 0.00 0.00 -0.01 0.41
H -3.485 2.697 3.052 0.02 0.00 -0.02 0.54
H 1.985 -6.601 5.564 0.00 0.00 -0.02 0.38
H 3.954 -1.280 -2.530 -0.01 0.01 0.02 0.49
H -2.848 2.897 -1.485 0.00 0.00 0.01 0.35
H 2.354 1.458 4.245 0.01 0.00 -0.01 0.22
H 2.798 6.252 0.411 0.00 0.00 0.00 0.41
H -0.307 3.997 -5.073 0.00 0.00 0.02 0.47
H 4.600 -0.314 -1.194 -0.01 -0.01 0.00 0.39
H 1.454 3.293 2.435 0.00 -0.02 -0.01 -0.10
H -1.053 4.237 -3.486 0.01 0.00 -0.01 0.29
H 0.351 5.201 -3.960 -0.01 -0.01 0.00 0.37
H -0.818 1.748 -3.094 0.01 0.00 0.00 0.02
H -4.358 3.980 0.321 -0.01 -0.01 0.00 0.41
H -0.140 4.033 4.043 -0.01 -0.01 0.00 0.27
H 0.791 0.972 -3.164 -0.01 0.01 0.00 0.00
H 3.833 -3.325 -1.000 -0.01 0.01 0.02 0.43
H -4.690 0.451 1.565 0.00 0.01 -0.02 0.36
H 1.898 -2.678 -2.212 0.00 0.00 0.02 0.79
H -5.647 2.878 -0.185 0.01 0.00 0.01 0.45
H 3.150 0.224 -2.051 0.00 -0.01 -0.01 0.23
H -5.168 2.950 1.509 0.00 0.00 -0.01 0.36
H 2.302 -7.950 1.511 0.00 0.01 0.01 0.40
H 0.952 -4.506 4.779 0.00 -0.01 -0.01 0.37
H -3.732 -0.302 0.288 -0.06 0.06 0.05 0.17
H -5.313 0.391 -0.089 0.01 0.01 0.00 0.49
H 3.541 2.411 3.356 0.00 -0.01 0.00 0.25
H 2.844 2.387 -3.807 -0.01 0.01 -0.01 0.28
H 3.179 4.879 1.453 -0.01 0.00 -0.01 0.28
H 1.975 2.894 -5.263 0.00 0.01 0.02 0.46
H -2.758 -2.689 0.973 -0.01 0.00 -0.01 0.78
H -1.865 -1.955 -3.149 -0.01 0.00 0.01 0.63
```
Positions in Å, forces in eV/Å.

Output
LUMO, eV: -3.00
Relative energy (zero: lowest compared OMol25 entry of this formula, charge and spin), kcal per mole: 1.7
Charge: +1
HOMO level, hartree: -0.3991
HOMO-LUMO gap, eV: 7.862
F_max, eV/Å: 0.4